No. 1
C16H18ClN3O4S | the ωB97M-V functional and the def2-TZVPD basis

Geometry as ORCA input:
```
! wB97M-V def2-TZVPD RIJCOSX def2/J DEFGRID3
* xyz 0 1
Cl 0.12331 -5.75301 1.98056
S -0.29153 0.09592 -2.71737
O -1.06878 2.04209 0.32722
O -1.32701 -2.67531 3.35988
O 0.56132 0.39282 -3.82401
O -1.25604 -0.95679 -2.84215
N 0.16187 -1.50744 2.14702
N -1.14571 1.48609 -2.30457
N -1.18880 -3.12135 1.13589
C 0.46853 3.23069 -2.73264
C 0.69037 -0.16743 -1.24222
C 1.33104 4.55012 -0.92950
C 2.01071 -0.35352 1.14768
C -0.83140 -2.47038 2.27431
C -2.03586 -4.28690 1.20528
C 1.30124 4.23950 -2.27535
C 2.61616 0.26986 0.07366
C -0.32740 2.53305 -1.84229
C 0.06000 -0.78018 -0.18119
C -0.27932 2.83059 -0.46961
C 0.73172 -0.91125 1.03494
C 0.54508 3.85122 -0.02471
C 1.96050 0.36037 -1.14583
C -1.27248 -5.56560 0.88040
C -1.01013 2.23101 1.72053
H 3.60310 0.69115 0.18715
H -2.43539 -4.32354 2.22223
H 2.40397 0.83422 -2.00531
H 0.53724 -1.23017 3.04421
H 1.97270 5.33909 -0.56766
H -0.95704 -1.11040 -0.31483
H -1.37375 3.22239 2.00705
H -1.66083 1.47010 2.14860
H 0.00822 2.09102 2.09663
H -1.87088 1.24623 -1.64172
H 0.43336 2.95484 -3.77351
H -1.90817 -6.44034 1.00818
H -0.58773 -3.05206 0.32918
H 1.92161 4.78108 -2.97200
H -0.87340 -5.53986 -0.13412
H 2.52693 -0.41622 2.09483
H -2.86180 -4.18450 0.49239
H 0.59446 4.10281 1.02279
*
```

HOMO energy = -8.68 eV
Structure (SMILES) = COc1ccccc1NS(=O)(=O)c1cccc(NC(=O)NCCCl)c1
Kohn-Sham gap = 9.1 eV
Energy relative to the best compared isomer or geometry (same formula, charge and spin) = 1.8 kcal per mole

Results of the Löwdin charge analysis, in e, for atoms 1 through 6:
1 Cl 0.565
2 S 0.670
3 O -0.098
4 O 0.062
5 O -0.269
6 O -0.286


No. 2
C16H18DyN2S6 | the ωB97M-V functional and the def2-TZVPD basis

Geometry as ORCA input:
```
! wB97M-V def2-TZVPD RIJCOSX def2/J DEFGRID3
* xyz 1 6
Dy -0.44038 -0.13804 -0.11861
S -2.97112 0.58976 0.03492
S 1.51191 -2.20068 1.01625
S -0.94189 -0.57669 2.78654
S -1.69382 -2.45831 -0.20560
S 2.33386 1.02292 0.26172
S -0.47215 2.53962 1.39933
N -6.99441 -0.33445 -4.46114
N -5.41474 -4.06467 -4.77318
C 3.49797 -0.34205 0.52757
C -4.56230 -0.21430 -1.99388
C -3.51483 -0.58193 -1.13138
C -1.32849 2.14941 2.95205
C 0.37226 -1.59118 3.53139
C -0.80254 0.96338 3.74344
C -2.96998 -1.87798 -1.23536
C -5.06906 -1.08996 -2.92729
C -5.01983 -3.30971 -4.00339
C -6.13507 -0.68120 -3.78302
C -4.51895 -2.38871 -3.03596
C 0.78593 -2.71499 2.59593
C -3.48630 -2.75829 -2.20340
C 1.22747 2.88839 1.94506
C 2.16818 1.69369 1.94456
C 3.06257 -1.39644 1.52980
H 2.94838 -0.94964 2.51834
H -1.31025 3.03935 3.58290
H -1.38478 0.87332 4.66110
H 0.23557 1.12556 4.03979
H -0.07480 -3.32827 2.32038
H 1.61078 3.66686 1.28416
H -3.06157 -3.74929 -2.28278
H 0.01288 -2.02913 4.46315
H -2.36989 1.99237 2.66259
H 1.18764 3.32748 2.94310
H -4.97770 0.78015 -1.90918
H 3.85163 -2.14501 1.60724
H 3.15282 2.00777 2.29588
H 4.45512 0.07734 0.84157
H 3.66173 -0.77858 -0.45962
H 1.48812 -3.37470 3.10709
H 1.22730 -0.95991 3.78512
H 1.79385 0.91752 2.61226
*
```

HOMO energy (alpha / beta) = -11.27 / -11.17 eV
Kohn-Sham gap (alpha / beta) = 5.7 / 7.8 eV

Results of the Löwdin charge analysis, in e, for atoms 1 through 6:
1 Dy 0.758
2 S 0.575
3 S 0.803
4 S 0.818
5 S 0.574
6 S 0.823


No. 3
C16H18F7IN2O2SbTi | the ωB97M-V functional and the def2-TZVPD basis

Geometry as ORCA input:
```
! wB97M-V def2-TZVPD RIJCOSX def2/J DEFGRID3
* xyz 0 2
I -3.25231 -4.56465 -5.21082
Sb -2.15034 0.39572 3.28351
Ti 0.44424 0.52225 1.02639
F -3.62733 -0.71177 3.52445
F -1.03686 -0.74938 4.29314
F -0.49943 1.37641 2.81237
F -1.57437 3.12846 -3.18461
F -1.53822 -0.53525 1.72058
F -2.42254 1.49380 4.76471
F -3.06964 1.57177 2.14920
O 0.28351 -1.73826 0.23587
O -0.44691 0.06870 -0.73472
N 1.44434 -0.60638 2.64464
N 2.40620 -0.07788 0.06958
C -0.37227 -1.20760 -0.68954
C 0.81015 2.76825 0.17331
C -1.39536 3.03833 -0.84344
C -0.80999 3.01810 -2.07783
C -2.41093 -2.07123 -3.72315
C 1.36252 2.78429 -1.12535
C -0.58432 2.90091 0.28842
C 0.56987 2.91230 -2.24101
C -0.96776 -3.38049 -1.73563
C -1.05574 -1.99311 -1.74166
C -2.30951 -3.45586 -3.71510
C -1.59404 -4.11877 -2.72597
C 2.59240 -1.37620 2.13076
C -1.77878 -1.33901 -2.73222
C 1.59316 2.35343 1.34391
C 3.34175 -0.52511 1.12361
H -2.46784 3.14064 -0.74865
H 1.32967 2.85415 2.27157
H 3.26634 -1.69345 2.92955
H 2.66752 2.38885 1.16551
H 3.72341 0.37177 1.61360
H -2.97855 -1.57066 -4.49517
H 2.19728 -2.26580 1.64437
H 4.19301 -1.07282 0.71365
H -1.03948 2.96688 1.26724
H 2.43977 2.73555 -1.24405
H 2.21428 -0.84014 -0.57164
H 0.99530 2.93138 -3.23551
H 0.74463 -1.21328 3.06548
H -1.52981 -5.19787 -2.72752
H -0.41232 -3.87268 -0.94888
H 2.81444 0.67780 -0.46858
H -1.84345 -0.25848 -2.70997
H 1.73432 0.03640 3.37558
*
```

HOMO energy (alpha / beta) = -8.15 / -8.25 eV
Kohn-Sham gap (alpha / beta) = 8.1 / 8.2 eV
Energy relative to the best compared isomer or geometry (same formula, charge and spin) = 4.5 kcal per mole

Results of the Löwdin charge analysis, in e, for atoms 1 through 6:
1 I 0.870
2 Sb 1.437
3 Ti 1.028
4 F -0.322
5 F -0.338
6 F -0.390


No. 4
C16H18IKN8O8S2Se | the ωB97M-V functional and the def2-TZVPD basis

Geometry as ORCA input:
```
! wB97M-V def2-TZVPD RIJCOSX def2/J DEFGRID3
* xyz -2 1
I 1.06778 2.92100 -2.80828
Se 3.65624 -1.90296 -1.37328
K 1.29321 -0.11037 -0.35966
S 0.67833 -3.52670 2.10194
S 1.68811 -1.38403 3.90171
O -1.02101 3.61733 0.89382
O 3.65664 -3.08393 -2.51468
O -0.85576 -0.60441 -5.45617
O 3.18580 -0.51859 -2.14408
O -0.38512 1.25540 0.97660
O -2.69916 -1.28729 -4.59045
O 5.07599 -1.72987 -0.63246
O 2.48315 -2.32010 -0.28026
N -0.88506 0.82487 -2.20306
N -1.47147 -1.32539 -4.65285
N -0.36348 -1.09396 2.17848
N 1.40018 -1.48602 -4.39609
N -0.87926 -2.16561 -3.81810
N 0.94060 -3.08421 -2.85440
N -0.52140 0.06909 2.94826
N 0.15048 -3.76332 -1.90521
C -3.17357 2.38195 -2.17733
C -0.84000 2.11626 -2.44898
C -1.94146 2.95541 -2.44688
C -1.48265 3.60704 5.00253
C -1.16959 3.58805 2.22915
C 0.52412 -1.86827 2.65053
C 2.63041 -2.94107 3.84606
C -1.12945 2.44086 4.34309
C -1.68449 4.77092 4.26737
C 2.44491 -3.59384 2.48450
C -3.24657 1.02222 -1.93086
C 0.47581 -2.20704 -3.71756
C -0.96851 2.40751 2.96116
C -1.52980 4.76300 2.89326
C -0.59971 1.15345 2.23352
C -2.07516 0.28380 -1.95033
H 2.23321 -1.26729 -3.84257
H -1.60146 3.60821 6.07874
H 0.52745 -3.48328 -0.99691
H -0.70273 2.67852 0.67299
H -4.06299 2.99881 -2.15646
H 2.75407 -4.63871 2.50267
H 2.97045 -3.06615 1.68696
H -2.08158 -0.78198 -1.76700
H -0.97069 1.51617 4.88219
H 1.00520 -0.73324 -4.94017
H -0.79513 -3.40262 -1.99952
H -4.18575 0.52951 -1.72817
H 3.68058 -2.69708 4.01160
H 2.28718 -3.59915 4.64641
H -1.82907 4.01319 -2.62970
H -1.95940 5.69282 4.76749
H -1.67666 5.65756 2.30132
H 1.97823 -3.20649 -2.74089
*
```

HOMO energy = -2.90 eV
Kohn-Sham gap = 6.8 eV
Energy relative to the best compared isomer or geometry (same formula, charge and spin) = 11.6 kcal per mole

Results of the Löwdin charge analysis, in e, for atoms 1 through 6:
1 I 0.893
2 Se 0.684
3 K 0.702
4 S 0.891
5 S 0.882
6 O 0.022


No. 5
C16H18N2O2 | the ωB97M-V functional and the def2-TZVPD basis

Geometry as ORCA input:
```
! wB97M-V def2-TZVPD RIJCOSX def2/J DEFGRID3
* xyz 0 1
O -3.35945 0.10802 0.11670
O 3.57971 0.91635 -1.14300
N 2.07685 0.53294 0.55198
N 2.43419 2.64881 -0.30037
C 1.86497 -0.84435 0.48013
C 1.32390 3.28172 0.38488
C -1.94065 1.55758 1.26358
C -2.24642 0.88480 0.07861
C -0.30423 1.87744 -0.93267
C -3.61765 -0.79829 -0.93846
C 1.32707 -3.57318 0.40703
C 0.79821 -1.37412 1.20513
C -2.66957 -1.99382 -0.92525
C -1.42176 1.06951 -1.02772
C 2.66338 -1.69319 -0.27990
C 0.03324 2.50294 0.25952
C -0.81343 2.34585 1.35244
C 2.38608 -3.04756 -0.31367
C 2.74700 1.31685 -0.35670
C 0.53533 -2.72953 1.16840
H -2.92919 -2.67660 -1.72931
H 3.00863 -3.69923 -0.90888
H 1.56309 3.42159 1.44920
H -0.29429 -3.12740 1.73458
H -0.57917 2.83643 2.28707
H 3.48333 -1.28141 -0.84383
H 1.19761 4.27642 -0.05273
H 1.11891 -4.63220 0.37704
H 2.94864 3.20039 -0.96804
H -2.75087 -2.51824 0.02329
H -1.63642 -1.67716 -1.05001
H -4.64331 -1.13206 -0.75890
H 0.33230 1.99690 -1.79707
H 1.43000 1.01035 1.16277
H -1.63207 0.58691 -1.96855
H 0.17119 -0.71462 1.79038
H -2.59597 1.42698 2.11012
H -3.58916 -0.28582 -1.90782
*
```

HOMO energy = -8.19 eV
Structure (SMILES) = CCOc1ccc(CNC(=O)Nc2ccccc2)cc1
Kohn-Sham gap = 8.9 eV
Energy relative to the best compared isomer or geometry (same formula, charge and spin) = 11.5 kcal per mole

Results of the Löwdin charge analysis, in e, for atoms 1 through 6:
1 O -0.049
2 O 0.059
3 N 0.150
4 N 0.065
5 C -0.221
6 C -0.142


No. 6
C16H18N2O4S | the ωB97M-V functional and the def2-TZVPD basis

Geometry as ORCA input:
```
! wB97M-V def2-TZVPD RIJCOSX def2/J DEFGRID3
* xyz 0 1
S -2.38126 2.65434 0.34465
O 0.10435 3.03393 -0.31285
O -5.20978 -0.61371 -0.36953
O -5.43085 -2.37016 1.00505
O 2.20046 0.25654 0.34299
N -2.35700 0.24972 1.27748
N -0.25121 0.98530 0.56609
C 7.04722 0.56006 -0.58007
C -5.60717 -1.39977 -1.49535
C -3.84906 1.94937 0.91962
C -5.02139 -0.77367 -2.74768
C -1.59647 1.15649 0.76824
C 3.47445 -0.25875 0.33074
C -4.68265 -0.25302 1.89550
C 3.59737 -1.56206 0.80860
C 4.83725 -2.16497 0.83820
C 1.99954 1.57237 -0.10657
C 4.59737 0.42218 -0.11210
C -3.64467 0.68314 1.37127
C 5.84827 -0.18709 -0.08029
C -5.14627 -1.21885 0.81389
C 0.53179 1.95277 0.02933
C 5.95998 -1.48345 0.39724
H 7.05627 0.56412 -1.67028
H -5.25226 -2.42594 -1.35223
H 4.52502 1.43133 -0.48783
H 2.58562 2.29329 0.48110
H 6.92696 -1.96285 0.42565
H 7.96638 0.09461 -0.23441
H 0.16274 0.09970 0.83038
H -5.32403 -1.34644 -3.61941
H 2.71384 -2.07759 1.14980
H 2.27960 1.68584 -1.16347
H -4.28425 -0.84312 2.72078
H -6.70211 -1.41488 -1.53748
H -4.76780 2.49723 0.88911
H 7.02737 1.59443 -0.24303
H -5.55485 0.30667 2.23759
H -3.93634 -0.76194 -2.68795
H 4.93063 -3.17422 1.20977
H -5.37306 0.24907 -2.85254
*
```

HOMO energy = -8.46 eV
Structure (SMILES) = CCOC(=O)Cc1csc(NC(=O)COc2cccc(C)c2)n1
Kohn-Sham gap = 9.1 eV
Energy relative to the best compared isomer or geometry (same formula, charge and spin) = 4.9 kcal per mole

Results of the Löwdin charge analysis, in e, for atoms 1 through 6:
1 S 1.108
2 O 0.005
3 O -0.008
4 O 0.114
5 O -0.057
6 N 0.116


no.,E (hartree),F_max (eV/A)
1,-1944.1355,0.951
2,-4004.0010,0.447
3,-2967.2516,0.415
4,-5755.9142,0.578
5,-880.5165,0.561
6,-1429.1963,1.080